1.
Here is 3 unconnected molecules or ions with the total composition C32H56F16N3O10P2S from the OMol25 dataset. Energies are from ωB97M-V/def2-TZVPD.

Last column: Löwdin charge in e.
Cartesian coordinates (Å):
1 C 1.15149 -5.54742 0.51878  -0.101
2 C 0.80993 -4.57764 1.68478  -0.246
3 C 0.36654 -3.20520 1.15807  -0.226
4 C 1.52478 -2.24092 0.80675  -0.237
5 C 1.31276 -0.85883 1.43463  -0.249
6 P 0.30694 0.31703 0.35237  0.643
7 F 1.56770 0.54962 -0.77881  -0.258
8 C 0.84623 1.72091 1.50817  -0.283
9 O 0.11564 2.08017 2.37312  0.104
10 C 2.24306 2.44857 1.51546  -0.388
11 F 3.25122 1.72704 1.01465  0.135
12 F 2.54985 2.62400 2.82584  0.118
13 C 2.25418 3.86684 0.92276  -0.387
14 F 3.27615 4.57288 1.39906  0.170
15 F 1.13832 4.49801 1.33396  0.151
16 C 2.29448 3.97571 -0.61364  -0.359
17 F 2.29055 5.30241 -0.89360  0.140
18 F 1.20374 3.46148 -1.19549  0.150
19 C 3.58037 3.41470 -1.27301  -0.427
20 O 4.64920 3.62907 -0.79799  0.174
21 O 3.45463 2.76460 -2.43381  0.139
22 O -0.61357 1.33667 -0.69073  -0.242
23 C -1.94497 1.62365 -0.26404  -0.499
24 C -2.65339 1.82480 -1.63451  -0.065
25 C -4.17081 1.56335 -1.71902  -0.071
26 C -4.71532 2.23200 -2.96080  -0.439
27 F -4.39691 3.53382 -3.00376  0.132
28 F -4.08619 1.67786 -4.02525  0.113
29 C -6.26875 2.14311 -3.22944  -0.366
30 F -6.80148 3.34314 -2.96546  0.157
31 F -6.48011 1.90524 -4.52774  0.161
32 C -7.10012 1.13024 -2.41484  -0.355
33 F -8.37105 1.29878 -2.84437  0.143
34 F -7.11827 1.42277 -1.12641  0.178
35 C -6.76304 -0.39610 -2.65634  -0.551
36 F -5.78315 -0.56337 -3.52541  0.195
37 F -6.48470 -0.96695 -1.49212  0.171
38 F -7.82953 -1.02246 -3.14325  0.180
39 N -1.77488 2.89809 0.41591  0.025
40 C -2.96541 3.60743 0.88354  -0.277
41 C -2.77137 4.06019 2.35077  -0.088
42 C -2.30441 0.38707 0.59612  -0.812
43 S -3.49931 0.56672 1.97601  0.866
44 P -2.83117 -1.20456 -0.27313  0.728
45 O -2.88038 -2.31827 0.70622  -0.445
46 O -1.16272 -0.02501 1.25469  -0.336
47 H 1.03382 -5.00954 -0.41479  0.061
48 H 2.16584 -5.92104 0.61993  0.057
49 H 0.46299 -6.38327 0.46380  0.057
50 H 1.60658 -4.51711 2.42068  0.080
51 H -0.05637 -4.99518 2.19581  0.094
52 H -0.24478 -3.35081 0.27303  0.090
53 H -0.30826 -2.76997 1.88622  0.096
54 H 2.48432 -2.64265 1.13096  0.097
55 H 1.57895 -2.17504 -0.27851  0.088
56 H 2.29132 -0.46123 1.70256  0.070
57 H 0.76984 -0.95107 2.37269  0.086
58 H -0.04746 -0.82061 -0.46360  0.042
59 H 2.73800 2.10060 -2.41262  0.104
60 H -2.16541 1.16766 -2.34081  0.085
61 H -2.39452 2.82537 -1.95065  0.128
62 H -4.70860 1.81234 -0.81042  0.117
63 H -4.29656 0.49917 -1.87396  0.065
64 H -1.17180 3.48500 -0.13599  0.114
65 H -3.86225 3.00190 0.86785  0.060
66 H -3.12695 4.50389 0.27624  0.106
67 H -3.37725 4.94825 2.53327  0.060
68 H -3.19517 3.28315 2.97721  0.033
69 H -1.72439 4.20802 2.57321  0.062
70 H -4.67248 0.21322 1.40434  -0.132
71 H -1.92881 -1.55852 -1.29778  0.022
72 H -4.12414 -1.08184 -0.82896  -0.004
73 C 4.57415 -0.24480 8.78647  -0.117
74 O 5.22951 -1.28820 8.09232  -0.194
75 C 4.67830 -2.57958 8.31992  -0.221
76 C 3.96833 -3.10573 7.08819  -0.220
77 N 2.73961 -2.36878 6.82330  -0.050
78 C 2.14233 -2.63459 5.51232  -0.187
79 C 2.94572 -2.29009 4.26157  -0.220
80 O 3.13753 -0.90678 4.05043  -0.183
81 C 4.22002 -0.32551 4.74947  -0.089
82 H 5.18657 0.65029 8.68780  0.088
83 H 3.58736 -0.03229 8.36314  0.078
84 H 4.46907 -0.48046 9.84993  0.085
85 H 4.01410 -2.58279 9.18939  0.119
86 H 5.51874 -3.24469 8.54116  0.118
87 H 3.72113 -4.16059 7.24423  0.121
88 H 4.67519 -3.04185 6.25076  0.104
89 H 2.93415 -1.37848 6.88598  0.067
90 H 1.21261 -2.06268 5.46966  0.124
91 H 1.86294 -3.69267 5.46999  0.117
92 H 2.36144 -2.63386 3.40683  0.088
93 H 3.90299 -2.82563 4.21083  0.117
94 H 5.05347 -1.02278 4.87210  0.088
95 H 3.90297 0.05481 5.72522  0.073
96 H 4.56536 0.52946 4.16693  0.088
97 C 1.52163 -1.90261 -8.01943  -0.119
98 O 0.52669 -0.90101 -8.09627  -0.195
99 C -0.75743 -1.31681 -7.64307  -0.218
100 C -1.12783 -0.64788 -6.33459  -0.217
101 N -0.31487 -1.14423 -5.23141  -0.044
102 C -0.42518 -0.36109 -3.99808  -0.187
103 C 0.00341 1.10238 -4.02495  -0.212
104 O 1.39420 1.29741 -4.18987  -0.184
105 C 1.86962 1.26510 -5.52046  -0.090
106 H 2.39598 -1.53892 -8.55773  0.087
107 H 1.81616 -2.10432 -6.98449  0.078
108 H 1.18571 -2.83272 -8.48773  0.085
109 H -0.81768 -2.40602 -7.56021  0.120
110 H -1.47648 -1.00108 -8.40498  0.118
111 H -2.18114 -0.85092 -6.11711  0.122
112 H -1.01247 0.43473 -6.47590  0.106
113 H 0.65494 -1.14819 -5.51745  0.066
114 H 0.18804 -0.86444 -3.24652  0.122
115 H -1.46160 -0.41891 -3.64818  0.101
116 H -0.22847 1.51683 -3.04235  0.094
117 H -0.56395 1.70001 -4.75100  0.119
118 H 1.13438 1.65616 -6.22822  0.089
119 H 2.16683 0.25273 -5.80958  0.073
120 H 2.76271 1.89010 -5.56675  0.089

The total charge is -1.

---

2.
Here is a molecular structure, C28H40BBrF4InN11S from the OMol25 dataset. Energies are from ωB97M-V/def2-TZVPD.

Last column: Löwdin charge in e.
Cartesian coordinates (Å):
1 In -0.87589 -0.54902 -0.89056  0.766
2 C 0.73754 0.55836 3.84874  -0.007
3 N -0.53041 1.04794 3.31901  -0.098
4 C -1.36753 1.63680 4.36513  -0.010
5 C -1.00866 0.80961 2.07843  -0.331
6 N -0.63125 -0.16290 1.27350  0.082
7 C -0.10259 -1.38856 1.79736  -0.248
8 C -0.84338 -2.08955 2.70641  -0.004
9 C -0.36364 -3.28446 3.27528  -0.033
10 C 0.85903 -3.75765 2.90912  -0.007
11 C 1.63044 -3.09052 1.92341  -0.146
12 C 2.86859 -3.64774 1.52130  -0.013
13 C 3.59964 -3.06719 0.52992  -0.041
14 C 3.10541 -1.92022 -0.11640  -0.039
15 C 1.92320 -1.32821 0.25272  -0.258
16 N 1.39620 -0.28054 -0.58136  0.078
17 C 2.24016 0.62860 -1.05274  -0.397
18 N 2.00922 1.17212 -2.30088  -0.159
19 C 2.33871 2.56588 -2.57743  -0.054
20 C 2.17044 0.28858 -3.45893  -0.041
21 N 3.29561 1.10096 -0.36627  -0.121
22 C 4.55308 1.43318 -1.03466  -0.014
23 C 3.36554 1.09173 1.08527  -0.011
24 C 1.15131 -1.89205 1.32329  -0.080
25 N -1.91890 1.72778 1.52807  -0.186
26 C -3.35002 1.36598 1.60045  -0.024
27 C -1.66943 3.14886 1.78850  -0.045
28 H 1.18663 1.36681 4.42732  0.109
29 H 1.40827 0.28264 3.04825  0.065
30 H 0.59770 -0.30557 4.49973  0.107
31 H -1.45599 0.91823 5.18168  0.110
32 H -2.36278 1.85264 4.00251  0.073
33 H -0.91155 2.54813 4.75229  0.107
34 H -1.81747 -1.70883 2.99143  0.134
35 H -0.96777 -3.81340 3.99958  0.121
36 H 1.25381 -4.66597 3.34538  0.126
37 H 3.21393 -4.54972 2.00962  0.126
38 H 4.53688 -3.50065 0.20819  0.120
39 H 3.65068 -1.51714 -0.96191  0.127
40 H 3.32061 2.69552 -3.03876  0.094
41 H 2.30743 3.15222 -1.65941  0.099
42 H 1.59798 2.96016 -3.27737  0.094
43 H 3.22518 0.21860 -3.74622  0.097
44 H 1.61545 0.69000 -4.30355  0.090
45 H 1.79218 -0.70244 -3.23896  0.075
46 H 4.52742 1.13103 -2.07752  0.086
47 H 5.35508 0.87953 -0.54396  0.108
48 H 4.77563 2.49838 -0.96665  0.105
49 H 2.36152 1.04112 1.49444  0.070
50 H 3.83341 2.02143 1.40998  0.109
51 H 3.94834 0.24854 1.46070  0.107
52 H -3.46917 0.28789 1.53475  0.085
53 H -3.88412 1.81869 0.76709  0.095
54 H -3.79665 1.72292 2.53176  0.103
55 H -2.12055 3.50976 2.71471  0.091
56 H -2.10933 3.72499 0.97223  0.081
57 H -0.59811 3.34511 1.82030  0.105
58 C -1.87848 4.69515 -1.92773  0.022
59 C -1.91333 3.47330 -2.76431  -0.292
60 N -2.38350 3.37790 -3.96425  0.173
61 N -2.24879 2.05555 -4.28886  0.081
62 C -1.70962 1.32685 -3.32425  -0.670
63 S -1.38347 -0.34028 -3.32974  0.831
64 N -1.46711 2.22936 -2.34107  -0.062
65 N -0.95630 1.86154 -1.10751  0.105
66 H -1.95490 5.56644 -2.57300  0.103
67 H -0.95454 4.75746 -1.35207  0.083
68 H -2.72299 4.70622 -1.23655  0.095
69 H -2.60931 1.71687 -5.16881  0.181
70 H -0.03897 2.26875 -0.96409  0.115
71 H -1.61158 2.04796 -0.34143  0.073
72 Br -3.93930 -5.46255 -1.85231  0.861
73 C -2.23492 -4.74000 -1.58191  -0.650
74 C -1.11286 -5.54641 -1.53249  -0.057
75 C 0.12096 -4.93897 -1.36586  -0.008
76 C 0.18805 -3.57077 -1.22476  -0.091
77 N -0.90785 -2.78840 -1.23289  -0.004
78 C -2.10472 -3.37086 -1.43426  -0.142
79 H -1.20115 -6.61942 -1.63672  0.124
80 H 1.03157 -5.52075 -1.34858  0.126
81 H 1.14303 -3.08074 -1.11870  0.099
82 H -2.97260 -2.73677 -1.49875  0.091
83 F -5.05296 -0.17465 0.13854  0.211
84 B -4.04064 -0.32013 -0.74561  -1.229
85 F -2.91353 -1.03209 -0.04179  -0.006
86 F -4.34171 -1.03235 -1.87259  0.176
87 F -3.42549 0.92331 -1.07190  0.084

The total charge is +2. The energy above the lowest of the compared OMol25 structures with the same formula, charge and spin comes out at 0.366 eV.

---

3.
Here is 2 unconnected molecules or ions with the total composition C4H6OS from the OMol25 dataset. Energies are from ωB97M-V/def2-TZVPD.

Last column: Löwdin charge in e.
Cartesian coordinates (Å):
1 C 0.24931 0.20998 -1.94063  0.011
2 C 1.34029 0.44551 1.11097  0.046
3 C -0.17300 1.04995 -0.96643  -0.161
4 C 0.58560 0.77444 0.22722  -0.192
5 O -1.84046 -0.28687 0.99233  -0.683
6 S -1.19136 -1.30418 1.81368  0.794
7 H -0.30177 0.25868 -2.91902  0.075
8 H 0.67218 -0.73982 -1.67691  0.062
9 H 0.11870 -0.75117 1.80776  -0.083
10 H 2.17879 0.55246 1.75171  0.048
11 H -0.88554 1.91075 -0.99068  0.126
12 H -0.75273 -2.11973 0.79000  -0.042

The energy above the lowest of the compared OMol25 structures with the same formula, charge and spin comes out at 5.445 eV.

---

4.
Here is 2 unconnected molecules or ions with the total composition C23H30F6N3 from the OMol25 dataset. Energies are from ωB97M-V/def2-TZVPD.

Last column: Löwdin charge in e.
Cartesian coordinates (Å):
1 C 0.73097 -6.17791 0.66733  -0.036
2 N -0.39044 -5.29633 0.89203  -0.145
3 C -1.71467 -5.87674 0.71977  -0.035
4 C -2.14847 -5.75778 -0.71394  -0.526
5 F -3.37897 -6.28035 -0.96524  0.140
6 F -2.16739 -4.43277 -1.09431  0.111
7 F -1.24262 -6.37833 -1.54733  0.110
8 C -0.21724 -3.93544 1.02794  -0.207
9 C -0.74845 -3.21822 2.13005  0.025
10 C -0.54017 -1.85619 2.21813  0.014
11 C 0.08324 -1.12489 1.15353  -0.184
12 C 0.33727 0.26893 1.32371  0.091
13 C 1.18164 1.09917 0.52319  -0.179
14 C 1.25832 2.50609 0.79624  0.006
15 C 1.99185 3.35991 0.00060  0.033
16 C 2.63474 2.86683 -1.16734  -0.203
17 N 3.37224 3.67490 -2.02870  -0.171
18 C 2.76691 4.24627 -3.20562  -0.046
19 C 4.82548 3.81665 -1.91448  -0.041
20 C 5.60128 2.71884 -2.58853  -0.531
21 F 6.93607 3.00015 -2.68097  0.127
22 F 5.46535 1.53271 -1.89915  0.100
23 F 5.13224 2.48074 -3.86024  0.106
24 C 2.52949 1.49304 -1.47648  0.030
25 C 2.00680 0.61859 -0.54770  0.015
26 C 0.39955 -1.86137 -0.03225  0.013
27 C 0.45523 -3.24133 -0.00475  0.029
28 H 1.64167 -5.71118 1.06068  0.105
29 H 0.55190 -7.11997 1.19791  0.104
30 H 0.88769 -6.40111 -0.39830  0.091
31 H -1.66760 -6.94136 0.96486  0.149
32 H -2.44137 -5.33173 1.33563  0.149
33 H -1.24381 -3.77272 2.92704  0.131
34 H -0.84497 -1.31710 3.11594  0.126
35 H -0.08305 0.73332 2.22562  0.133
36 H 0.72596 2.89210 1.66926  0.120
37 H 2.06677 4.42237 0.22714  0.131
38 H 1.67863 4.25097 -3.08127  0.101
39 H 3.12405 5.27433 -3.33070  0.096
40 H 3.00602 3.67647 -4.11783  0.088
41 H 5.11918 4.75601 -2.39426  0.146
42 H 5.10338 3.77826 -0.85379  0.151
43 H 2.92450 1.15908 -2.44088  0.136
44 H 2.22774 -0.44127 -0.63938  0.111
45 H 0.60472 -1.34156 -0.96623  0.118
46 H 0.91772 -3.82266 -0.80373  0.137
47 C -5.00647 2.41738 0.49899  -0.059
48 C -3.63783 2.03228 1.05547  -0.705
49 C -2.92983 3.29029 1.54726  -0.059
50 C -3.83268 1.04556 2.21284  -0.058
51 N -2.85073 1.49280 -0.06147  0.064
52 H -5.55093 1.53632 0.13997  0.084
53 H -5.61505 2.90162 1.27226  0.089
54 H -4.89270 3.12105 -0.33247  0.087
55 H -1.93350 3.06379 1.94634  0.061
56 H -2.81767 4.00078 0.72000  0.088
57 H -3.51388 3.77839 2.33666  0.089
58 H -2.87195 0.71852 2.63225  0.059
59 H -4.41294 1.52681 3.01117  0.087
60 H -4.38335 0.15570 1.88009  0.083
61 H -1.90079 1.23645 0.20979  0.043
62 H -3.30915 0.69484 -0.49234  0.078

The total charge is +1. The energy above the lowest of the compared OMol25 structures with the same formula, charge and spin comes out at 1.100 eV.

---

no.,energy (eV),LUMO (eV)
1,-131929.87102,2.3
2,-143668.80168,-4.9
3,-17122.68452,0.5
4,-45106.08493,-5.6